# 1
Computed, not measured: a molecular structure, C28H35IrN6O, with ωB97M-V/def2-TZVPD.

## Properties
* energy: -43407.737 eV
* ΔE to the lowest compared entry with this formula, charge and spin: 0.921 eV
* spin multiplicity: 2
* E_LUMO (spin up / spin down): -8.5624 / -10.8637 eV
* HOMO energy (spin up / spin down): -16.70 / -17.29 eV
* strongest force on any atom: 0.83 eV/A
* total charge: +3

Last column: Mulliken spin population.
Geometry (Å):
Ir -0.233613 -0.076717 -0.068571  0.010
O 0.038960 -2.163988 -0.112662  0.001
N 0.943212 -4.135992 -0.726520  0.000
N -0.036782 -0.517932 2.059387  0.012
N 1.733631 0.225973 0.234136  0.469
N -0.096796 2.051714 -0.400830  0.002
N -0.287676 -0.224277 -2.170760  -0.002
N -2.313339 -0.147909 -0.418182  -0.002
C -3.273479 -0.162519 -4.469806  0.000
C -4.013567 -0.192306 -2.167742  0.008
C -4.289933 -0.188491 -3.557947  0.000
C 3.658233 -0.847589 1.401830  0.121
C -0.151570 -4.889623 -0.105513  0.000
C 2.304250 -0.523610 1.239020  -0.024
C -0.268008 0.578430 3.049065  0.010
C -2.670144 -0.196351 -1.745092  -0.006
C 1.370801 -0.966230 2.209781  0.116
C -0.966839 -1.629030 2.445334  0.006
C -5.014727 -0.161853 -1.171836  -0.001
C -0.214373 2.879756 0.838726  0.011
C 0.949118 -2.836218 -0.683695  -0.002
C 1.641073 3.307133 -1.684463  -0.043
C 4.060329 -1.601215 2.487162  -0.031
C -1.646950 -0.177967 -2.710068  -0.002
C 2.969836 3.477659 -2.063404  0.117
C 3.138784 -2.020521 3.437242  0.139
C 3.584843 1.463248 -0.899685  0.128
C 3.930224 2.557870 -1.672025  -0.030
C 1.278667 2.209751 -0.929642  0.102
C -1.928358 -0.156959 -4.044438  0.000
C 2.251507 1.259626 -0.530151  -0.054
C -3.286024 -0.076212 0.474262  0.000
C -1.122261 2.579452 -1.347905  0.000
C 2.049695 -4.855119 -1.387125  0.000
C 1.790505 -1.699151 3.299405  -0.055
C -4.645981 -0.092654 0.143694  0.001
H 1.097574 -2.011617 4.066801  0.003
H -1.987157 -1.335495 2.230130  0.000
H -1.182206 2.695426 1.298575  0.000
H -0.896052 -1.817272 3.513395  0.001
H -2.108909 2.282557 -1.000577  -0.001
H 0.916138 4.056701 -1.967459  0.003
H -1.134006 -0.140898 -4.781588  0.000
H 5.103986 -1.861844 2.596312  0.002
H -6.058933 -0.169702 -1.457726  0.000
H -1.086943 3.666656 -1.360319  0.001
H 3.005845 -4.534395 -0.979801  0.000
H 2.021985 -4.690860 -2.462520  0.000
H 1.932372 -5.915919 -1.193578  0.000
H -0.951008 2.214537 -2.356511  -0.001
H 1.803422 -2.344321 -1.161735  0.002
H 3.467354 -2.589933 4.295670  0.000
H -0.238244 0.169618 4.058708  0.000
H -0.134302 3.934958 0.576506  -0.001
H 0.594467 2.632649 1.515703  -0.001
H 4.959566 2.692728 -1.974113  0.002
H -5.379540 -0.043854 0.935318  0.000
H -1.105614 -4.434954 -0.362787  0.000
H -5.321276 -0.192266 -3.885725  0.000
H -3.489667 -0.146993 -5.528741  0.000
H 0.344796 0.384882 -2.691478  0.000
H -0.126264 -5.909356 -0.474354  0.000
H -1.243926 1.027743 2.875143  -0.001
H 0.051010 -1.173372 -2.331344  0.001
H -2.993349 0.031497 1.509738  0.000
H 4.354687 0.759685 -0.631949  -0.003
H 0.514512 1.323997 2.963897  -0.001
H 3.251445 4.339095 -2.652676  0.000
H -0.723807 -2.525396 1.889799  -0.004
H 4.399592 -0.555733 0.677024  -0.003
H -0.032097 -4.899126 0.977678  0.000

Force components x, y, z for each atom (eV/Å):
0.7 0.2 -0.3
-0.7 0.0 0.0
0.0 0.1 0.0
0.0 0.1 0.1
-0.2 -0.4 -0.4
-0.1 -0.3 0.4
0.2 -0.2 0.0
0.0 -0.3 0.0
0.0 0.0 0.0
0.1 0.0 0.0
0.0 0.0 0.0
0.2 0.0 0.0
-0.1 0.0 0.0
-0.2 0.2 0.2
0.1 0.1 0.0
0.1 0.0 -0.1
-0.1 -0.1 0.0
0.0 -0.1 0.0
0.0 0.0 0.0
0.1 0.1 0.0
0.2 0.1 0.0
-0.1 -0.1 0.1
0.1 0.0 -0.1
-0.2 -0.1 0.1
0.0 0.0 0.0
0.0 0.0 0.0
0.1 0.0 -0.1
0.1 -0.1 0.0
0.0 0.1 -0.1
0.0 0.0 0.1
-0.1 0.2 0.1
0.0 0.1 0.0
0.0 0.1 0.0
0.1 0.0 0.0
-0.1 0.1 -0.1
0.0 0.0 0.0
0.0 0.0 0.0
0.1 0.0 0.0
0.0 0.0 0.0
0.0 0.0 0.0
0.1 0.0 0.0
0.0 0.0 0.0
0.0 0.0 0.0
0.0 0.0 0.0
0.0 0.0 0.0
0.0 0.0 0.0
0.0 0.0 0.0
0.0 0.0 0.0
0.0 0.0 0.0
0.0 0.0 0.1
0.0 0.0 0.0
0.0 0.0 0.0
0.0 0.0 0.0
0.0 0.0 0.0
0.0 0.0 0.0
0.0 0.0 0.0
0.0 0.0 0.0
0.0 0.0 0.0
0.0 0.0 0.0
0.0 0.0 0.0
-0.1 0.1 0.0
0.0 0.0 0.0
0.0 0.0 0.0
0.1 0.1 -0.1
0.0 0.0 -0.1
0.0 0.0 0.0
0.0 0.0 0.0
0.0 0.0 0.0
0.0 0.0 0.0
0.0 0.0 0.0
0.0 0.0 0.0

# 2
Computed, not measured: 2 unconnected molecules or ions with the total composition C28H35N2O6S3, with ωB97M-V/def2-TZVPD.

## Properties
* energy: -77368.404 eV
* ΔE to the lowest compared entry with this formula, charge and spin: 4.406 eV
* E_LUMO: 0.5149 eV
* HOMO energy: -2.32 eV
* strongest force on any atom: 4.26 eV/A
* total charge: -1

Last column: Mulliken charge in e.
Geometry (Å):
S 1.184222 1.120895 -2.709009  0.908
S 2.865005 1.674020 2.503633  -0.219
S 2.828772 -0.756416 4.212203  -0.167
O 5.834185 -2.541189 6.155452  -0.831
O 0.241168 2.241012 -2.889303  -0.572
O -0.803989 -0.707079 -4.466037  -0.556
O 2.437199 1.526525 -2.071571  -0.617
O -5.330022 0.320073 -4.188097  -0.534
O 5.236428 -2.201533 0.670707  -0.454
N -3.211045 -0.743821 -4.404877  0.090
N 5.100420 -0.122955 2.845038  0.072
C 4.696693 -2.509801 1.988634  -0.259
C -4.250432 0.038042 -3.766883  -0.213
C -1.690030 0.929728 -0.192791  0.367
C -2.773003 -3.021942 -3.231682  0.133
C 4.904824 -0.840695 0.375181  0.241
C -4.540354 4.295703 2.118028  -1.239
C -0.767069 1.155656 1.044238  -0.915
C -3.119338 4.162699 0.014997  -1.437
C -4.082921 1.079186 -1.214919  -0.975
C -2.872726 -4.492391 -3.204793  -0.691
C -1.855564 -0.498140 -3.927182  -0.044
C -2.130679 0.113340 -2.515273  1.025
C -4.086215 -4.398594 -5.392986  -0.439
C 6.020075 -1.581333 7.068067  -0.654
C 0.613873 1.867673 0.732384  -1.155
C -3.563378 0.456380 -2.427759  -0.142
C 5.454142 -1.563397 3.005085  -0.782
C -3.759736 1.931538 1.197519  -1.820
C 5.434589 0.209324 1.437124  -0.930
C -1.171409 0.326205 -1.425672  0.562
C 1.845858 0.957427 1.154230  -0.123
C -3.988717 -2.932060 -5.414230  -0.537
C -3.520034 -5.209075 -4.303893  -0.430
C -3.130876 1.301447 -0.100954  1.272
C 3.742452 0.174280 3.173501  0.219
C -3.364478 3.448564 1.429660  0.939
C -3.316041 -2.198099 -4.314765  0.301
C 0.289674 -0.139160 -1.682966  -1.062
H 0.855693 -0.458896 -0.774562  0.328
H -4.050885 3.972031 -0.584954  0.299
H -2.244417 -2.555402 -2.365042  0.285
H -5.441965 3.675250 2.353146  0.336
H 6.563651 0.171655 1.363240  0.403
H -2.440730 -5.067072 -2.347554  0.339
H 3.803612 -0.760016 0.160591  -0.137
H 5.437112 -0.592866 -0.592889  0.331
H 6.947414 -1.645211 7.689768  0.233
H -4.881588 5.141190 1.454104  0.306
H 6.547164 -1.647804 2.726290  0.394
H -4.110478 4.766636 3.044646  0.286
H 0.650757 2.213888 -0.329919  0.326
H -2.995507 5.270165 0.189402  0.495
H 0.692197 2.799976 1.366832  0.671
H -4.428909 -2.402954 -6.287169  0.369
H -4.575481 -4.949386 -6.227825  0.317
H 3.581086 -2.425141 2.034284  0.184
H 6.086424 -0.528955 6.692437  0.127
H 1.373158 0.584064 -3.980982  0.200
H -2.422312 3.577200 2.034519  0.387
H 5.141879 1.239136 1.113065  0.409
H 2.498553 0.821652 0.254272  -0.304
H -2.182106 3.811940 -0.486642  0.237
H -3.426108 1.314276 2.074734  0.292
H 5.238075 -1.476601 7.860419  0.171
H -0.647347 0.154249 1.557886  0.546
H -1.292555 1.799683 1.806794  -0.008
H 5.057331 -3.551017 2.217749  0.351
H -5.163338 1.331622 -1.143415  0.358
H 0.217434 -1.054679 -2.344808  0.671
H 1.467846 -0.069940 1.438656  0.383
H 5.410387 -1.936193 4.078085  0.253
H -3.552656 -6.318722 -4.255198  0.352
H -4.883362 1.879443 1.114401  0.473

Force components x, y, z for each atom (eV/Å):
-0.5 3.2 1.1
0.5 -0.3 -0.1
0.8 0.8 -0.9
0.0 -0.2 -0.5
0.9 -1.8 -0.3
-0.9 -0.2 -0.1
-0.8 -1.5 -1.0
0.5 -0.6 0.0
-1.0 0.8 0.5
1.1 -2.1 -1.4
-3.0 0.0 -1.5
1.6 0.2 0.7
1.8 0.6 2.4
-1.1 -0.1 -0.9
-0.6 -0.8 -0.7
0.5 0.4 -0.8
0.7 -0.1 0.1
-0.6 0.3 0.2
0.1 0.0 1.0
2.7 -0.9 -0.5
-0.8 1.1 -1.9
-1.4 2.1 2.9
-0.6 0.8 1.0
1.0 0.6 1.5
0.1 0.4 0.4
0.3 0.0 1.1
1.7 0.5 1.3
0.7 -1.3 0.8
0.7 -0.1 -0.2
1.2 -0.1 -1.0
-2.2 0.5 -0.4
-0.2 -0.8 -1.3
0.8 -1.5 1.6
0.4 3.0 0.5
-0.4 -0.7 -1.3
0.0 -1.2 0.8
-0.4 1.2 -1.2
-1.5 -3.7 -1.5
-0.9 -1.1 -0.5
-0.3 0.8 -0.8
1.1 0.3 0.2
-0.6 -0.3 -0.9
0.8 0.5 0.0
-1.2 0.0 0.1
-0.4 0.8 -0.9
0.8 0.0 0.5
-0.6 -0.3 1.0
0.3 -0.3 0.0
0.4 -0.9 0.6
-1.1 0.2 0.3
-0.8 -0.5 -0.7
0.2 -0.4 0.9
-0.2 -1.1 -0.2
-0.3 -0.9 -0.7
0.5 -0.2 0.9
0.4 0.7 0.7
0.9 -0.1 -0.2
0.0 0.2 -0.4
0.0 -0.1 1.0
-1.0 -0.4 -0.5
0.0 -0.9 0.5
-0.5 0.2 0.8
-1.0 0.1 0.2
-0.5 0.5 -0.7
-0.3 -0.2 0.1
0.2 1.0 -0.6
0.3 -0.8 -1.0
-0.7 1.0 -0.2
1.0 -0.1 0.1
0.2 1.0 0.7
0.5 1.1 0.1
-0.2 0.6 -0.7
-0.1 1.0 -0.3
1.2 -0.1 0.0